1.
7
Properties=species:S:1:pos:R:3 method="wB97M-V/def2-TZVPD" charge=-1 multiplicity=1 e_lumo_ev=3.705 gap_ev=7.812
C -0.361 0.281 -0.062
C 1.023 -1.029 0.168
N -1.383 0.270 -0.723
O 1.977 -0.673 -0.447
O 0.586 -1.902 0.854
Br 0.185 1.999 1.011
H -2.027 1.053 -0.802


2.
8
Properties=species:S:1:pos:R:3 method="wB97M-V/def2-TZVPD" multiplicity=6 e_lumo_ev="-0.139 / -1.112" gap_ev="9.009 / 8.348"
O -0.841 -1.817 0.132
Fe -0.542 0.081 0.648
O -1.986 -1.138 0.109
C 1.755 0.839 -1.023
C 0.987 1.228 0.021
H 2.795 1.172 -1.159
H 1.325 0.311 -1.884
H 1.458 2.004 0.647


3.
17
Properties=species:S:1:pos:R:3 method="wB97M-V/def2-TZVPD" multiplicity=1 e_lumo_ev=0.963 gap_ev=9.670
C -1.224 1.407 1.058
C -0.438 0.464 0.273
C -0.778 -0.741 -0.167
C 0.385 -1.257 -0.952
C 1.476 -1.086 0.144
C 1.125 0.395 -0.139
H -2.790 1.225 0.006
H -1.062 2.386 0.687
H -1.027 1.413 2.181
H -1.442 -1.482 0.315
H 0.238 -2.097 -1.631
H 2.500 -1.388 -0.204
H 1.312 -1.471 1.145
H 1.739 1.239 -0.025
H 1.726 -0.145 -2.054
N 0.812 0.011 -1.586
O -2.552 1.126 0.950


4.
70
Properties=species:S:1:pos:R:3 method="wB97M-V/def2-TZVPD" charge=+1 multiplicity=1 e_lumo_ev=-3.587 gap_ev=8.389
In 0.588 0.334 -0.456
C 3.617 2.777 1.591
C 3.009 1.609 1.159
N 1.692 1.463 1.238
C 0.962 2.463 1.734
C 1.587 3.647 2.101
N 2.904 3.803 2.032
C -0.501 2.201 1.906
C -1.298 3.095 2.602
C -2.635 2.793 2.829
C -3.087 1.564 2.369
C -2.225 0.714 1.689
N -0.960 1.036 1.425
C -2.752 -0.617 1.268
C -3.901 -0.705 0.507
N -4.426 -1.891 0.188
C -3.810 -2.963 0.640
C -2.645 -2.859 1.416
N -2.118 -1.696 1.727
C -3.528 3.724 3.558
C -4.857 3.869 3.183
C -5.657 4.759 3.883
N -5.224 5.484 4.912
C -3.951 5.334 5.270
C -3.068 4.478 4.630
H 4.692 2.890 1.556
H 3.577 0.792 0.734
H 1.024 4.500 2.452
H -0.888 4.022 2.973
H -4.095 1.233 2.577
H -4.399 0.181 0.134
H -4.234 -3.931 0.392
H -2.429 -4.750 1.635
H -5.265 3.319 2.345
H -6.694 4.895 3.603
H -3.618 5.925 6.115
H -2.051 4.385 4.989
O -1.962 -3.933 1.857
Cl 0.184 -2.489 0.135
O 0.878 -3.352 -0.784
O 1.144 -1.475 0.743
O -0.669 -1.496 -0.678
C -2.931 3.905 -3.132
N -2.485 2.648 -2.537
C -3.076 1.415 -2.698
C -2.299 0.529 -2.027
N -1.238 1.209 -1.456
C -1.384 2.477 -1.798
H -4.004 3.857 -3.292
H -2.430 4.075 -4.083
H -2.712 4.724 -2.452
H -3.980 1.286 -3.267
H -2.419 -0.533 -1.910
H -0.724 3.277 -1.514
Cl 2.763 -1.005 -2.039
C 3.217 -2.672 -2.521
Cl 4.425 -3.353 -1.448
H 3.629 -2.588 -3.519
H 2.321 -3.277 -2.484
C 1.914 3.863 -2.461
C 1.702 2.365 -2.658
C 2.805 1.804 -3.540
O 1.670 1.782 -1.363
H 1.836 4.404 -3.406
H 2.908 4.041 -2.046
H 1.192 4.286 -1.759
H 0.748 2.205 -3.179
H 3.740 1.752 -2.977
H 2.959 2.459 -4.399
H 2.573 0.810 -3.917


Please write out number 4 again, unchanged.
70
Properties=species:S:1:pos:R:3 method="wB97M-V/def2-TZVPD" charge=+1 multiplicity=1 e_lumo_ev=-3.587 gap_ev=8.389
In 0.588 0.334 -0.456
C 3.617 2.777 1.591
C 3.009 1.609 1.159
N 1.692 1.463 1.238
C 0.962 2.463 1.734
C 1.587 3.647 2.101
N 2.904 3.803 2.032
C -0.501 2.201 1.906
C -1.298 3.095 2.602
C -2.635 2.793 2.829
C -3.087 1.564 2.369
C -2.225 0.714 1.689
N -0.960 1.036 1.425
C -2.752 -0.617 1.268
C -3.901 -0.705 0.507
N -4.426 -1.891 0.188
C -3.810 -2.963 0.640
C -2.645 -2.859 1.416
N -2.118 -1.696 1.727
C -3.528 3.724 3.558
C -4.857 3.869 3.183
C -5.657 4.759 3.883
N -5.224 5.484 4.912
C -3.951 5.334 5.270
C -3.068 4.478 4.630
H 4.692 2.890 1.556
H 3.577 0.792 0.734
H 1.024 4.500 2.452
H -0.888 4.022 2.973
H -4.095 1.233 2.577
H -4.399 0.181 0.134
H -4.234 -3.931 0.392
H -2.429 -4.750 1.635
H -5.265 3.319 2.345
H -6.694 4.895 3.603
H -3.618 5.925 6.115
H -2.051 4.385 4.989
O -1.962 -3.933 1.857
Cl 0.184 -2.489 0.135
O 0.878 -3.352 -0.784
O 1.144 -1.475 0.743
O -0.669 -1.496 -0.678
C -2.931 3.905 -3.132
N -2.485 2.648 -2.537
C -3.076 1.415 -2.698
C -2.299 0.529 -2.027
N -1.238 1.209 -1.456
C -1.384 2.477 -1.798
H -4.004 3.857 -3.292
H -2.430 4.075 -4.083
H -2.712 4.724 -2.452
H -3.980 1.286 -3.267
H -2.419 -0.533 -1.910
H -0.724 3.277 -1.514
Cl 2.763 -1.005 -2.039
C 3.217 -2.672 -2.521
Cl 4.425 -3.353 -1.448
H 3.629 -2.588 -3.519
H 2.321 -3.277 -2.484
C 1.914 3.863 -2.461
C 1.702 2.365 -2.658
C 2.805 1.804 -3.540
O 1.670 1.782 -1.363
H 1.836 4.404 -3.406
H 2.908 4.041 -2.046
H 1.192 4.286 -1.759
H 0.748 2.205 -3.179
H 3.740 1.752 -2.977
H 2.959 2.459 -4.399
H 2.573 0.810 -3.917


What did the third record say?
17
Properties=species:S:1:pos:R:3 method="wB97M-V/def2-TZVPD" multiplicity=1 e_lumo_ev=0.963 gap_ev=9.670
C -1.224 1.407 1.058
C -0.438 0.464 0.273
C -0.778 -0.741 -0.167
C 0.385 -1.257 -0.952
C 1.476 -1.086 0.144
C 1.125 0.395 -0.139
H -2.790 1.225 0.006
H -1.062 2.386 0.687
H -1.027 1.413 2.181
H -1.442 -1.482 0.315
H 0.238 -2.097 -1.631
H 2.500 -1.388 -0.204
H 1.312 -1.471 1.145
H 1.739 1.239 -0.025
H 1.726 -0.145 -2.054
N 0.812 0.011 -1.586
O -2.552 1.126 0.950